The following is a quantum chemistry calculation of a cluster of 9 separate species, C47H77F17O9S in total, from the OMol25 dataset.

```
151
C47H77F17O9S ωB97M-V/def2-TZVPD
C -2.3831 1.7619 -2.1412
C -1.3845 0.6225 -2.3705
S -1.9843 -0.8227 -1.4605
C -1.5428 -2.2170 -2.4841
C -0.1624 -2.8201 -2.3492
O 0.9336 -1.9352 -2.1957
C 2.0427 -2.7839 -2.3669
C 1.6016 -4.2262 -2.0160
C 0.1789 -4.0179 -1.4548
C -0.0699 -4.0744 0.0599
F -0.1851 -5.4020 0.3364
F -1.2948 -3.5530 0.3064
C 0.8865 -3.5233 1.2028
F 2.1079 -3.2507 0.7232
F 1.0515 -4.5140 2.1022
C 0.4367 -2.2721 2.0674
F -0.0159 -1.2876 1.3054
F 1.5592 -1.8143 2.6563
C -0.5611 -2.6590 3.2411
F -1.3624 -3.6689 2.8872
F 0.2066 -3.1317 4.2461
C -1.4019 -1.5105 3.9245
F -1.7519 -1.9309 5.1475
F -0.5774 -0.4595 4.1212
C -2.6611 -0.9310 3.2359
F -3.2188 -0.1246 4.1696
F -2.2985 -0.1529 2.2317
C -3.8154 -1.8518 2.7363
F -3.4766 -2.5211 1.6377
F -4.7840 -0.9833 2.3770
C -4.4657 -2.8343 3.7669
F -5.7665 -2.9298 3.4866
F -4.3390 -2.3990 5.0120
F -3.9359 -4.0477 3.6515
H -1.8900 2.7180 -2.0655
H -3.1205 1.7459 -2.9297
H -2.9321 1.5488 -1.2353
H -0.4452 0.9042 -1.9166
H -1.2173 0.4183 -3.4172
H -1.7001 -1.9629 -3.5221
H -2.2607 -2.9903 -2.2514
H -0.0042 -3.2690 -3.3368
H 2.4550 -2.8242 -3.3692
H 2.8789 -2.5127 -1.7423
H 1.5191 -4.8441 -2.8934
H 2.2429 -4.7230 -1.3040
H -0.4327 -4.8319 -1.8236
C -6.0801 5.1967 -3.6547
C -6.2002 4.2529 -4.8497
C -5.4047 3.0461 -4.3680
O -5.5582 2.9973 -2.9516
C -6.1449 4.2214 -2.4852
H -6.8603 5.9552 -3.6122
H -5.1124 5.7040 -3.6768
H -7.2454 3.9778 -5.0064
H -5.8150 4.6680 -5.7801
H -4.3386 3.1588 -4.6022
H -5.7545 2.1060 -4.7976
H -7.1695 4.0187 -2.1919
H -5.5971 4.5686 -1.6086
C 3.0471 -3.1704 -7.8517
C 4.0535 -2.0417 -8.0338
C 3.8868 -1.2672 -6.7348
O 3.5185 -2.2232 -5.7371
C 3.1738 -3.4616 -6.3617
H 3.2470 -4.0432 -8.4717
H 2.0437 -2.8090 -8.0835
H 5.0655 -2.4497 -8.1021
H 3.8685 -1.4328 -8.9159
H 3.0839 -0.5259 -6.8160
H 4.7984 -0.7565 -6.4227
H 3.9734 -4.1845 -6.1624
H 2.2491 -3.8404 -5.9218
C 0.5363 1.4533 -10.0155
C 0.5450 0.7472 -11.3696
C 1.5560 -0.3662 -11.1296
O 1.4606 -0.7073 -9.7440
C 0.6872 0.2806 -9.0560
H -0.3631 2.0371 -9.8286
H 1.3977 2.1196 -9.9357
H -0.4399 0.3240 -11.5771
H 0.8193 1.3931 -12.2016
H 2.5772 -0.0263 -11.3349
H 1.3607 -1.2548 -11.7302
H -0.2860 -0.1541 -8.8039
H 1.1946 0.5514 -8.1296
C 1.9771 0.0826 7.4258
C 0.9363 0.6758 6.4727
C 0.8258 2.0972 7.0049
O 2.1043 2.4401 7.5396
C 2.9109 1.2671 7.6494
H 2.4905 -0.7953 7.0432
H 1.4902 -0.1949 8.3637
H 1.3113 0.6923 5.4481
H -0.0100 0.1426 6.4782
H 0.0903 2.1617 7.8152
H 0.5508 2.8154 6.2305
H 3.6926 1.3042 6.8828
H 3.3896 1.2579 8.6296
C 7.4022 -2.8657 -1.1479
C 7.8404 -3.6624 -2.3728
C 6.5272 -4.2931 -2.8104
O 5.4970 -3.3777 -2.4407
C 6.0245 -2.3758 -1.5683
H 8.0751 -2.0517 -0.8907
H 7.3182 -3.5263 -0.2839
H 8.2103 -2.9859 -3.1464
H 8.6154 -4.3993 -2.1672
H 6.3506 -5.2445 -2.2954
H 6.4799 -4.4689 -3.8861
H 6.0904 -1.4333 -2.1228
H 5.3495 -2.2346 -0.7259
C -8.7384 4.4699 2.0180
C -8.7507 2.9425 1.9933
C -8.7162 2.6582 0.4974
O -7.9884 3.7344 -0.1005
C -7.8143 4.7879 0.8497
H -8.3888 4.8925 2.9583
H -9.7412 4.8559 1.8227
H -7.8494 2.5537 2.4718
H -9.6147 2.5007 2.4866
H -9.7258 2.6423 0.0723
H -8.2238 1.7168 0.2539
H -6.7655 4.8005 1.1664
H -8.0425 5.7420 0.3729
C 4.9421 -2.0997 7.3581
C 6.4437 -2.1097 7.6244
C 6.9940 -2.4979 6.2638
O 6.0817 -1.9785 5.2934
C 4.8808 -1.5473 5.9367
H 4.3772 -1.5028 8.0709
H 4.5505 -3.1191 7.3810
H 6.7811 -1.1076 7.8980
H 6.7468 -2.7969 8.4124
H 7.0384 -3.5866 6.1519
H 7.9867 -2.0911 6.0777
H 4.8627 -0.4522 5.9397
H 4.0171 -1.9087 5.3771
C 0.3421 6.0366 7.1175
C -0.8800 5.5752 7.9039
C -2.0065 6.3154 7.1944
O -1.5977 6.4561 5.8322
C -0.2148 6.1156 5.7025
H 1.1957 5.3649 7.2013
H 0.6525 7.0273 7.4570
H -1.0087 4.4966 7.7899
H -0.8297 5.8011 8.9677
H -2.1527 7.3150 7.6186
H -2.9577 5.7833 7.2304
H -0.1435 5.1471 5.1942
H 0.2842 6.8645 5.0874
```

Summary:
HOMO-LUMO gap: 8.67 eV
M: 1141.16 g mol⁻¹
ΔE to the lowest compared entry with this formula, charge and spin: 0.000 eV

---

The following is a quantum chemistry calculation of a structure of composition C37H36Cl2N5O5V, from the OMol25 dataset.

```
86
C37H36Cl2N5O5V ωB97M-V/def2-TZVPD
V 0.3519 0.5153 0.4265
C -2.1391 0.5479 -1.6747
N -1.2158 1.4642 -0.9790
C -0.5743 2.4489 -1.8633
C 0.4371 1.7153 -2.6812
N 0.9531 0.6083 -2.2490
C 1.8217 0.1850 -3.2471
C 2.6297 -0.9476 -3.3175
C 3.4085 -1.1073 -4.4448
C 3.3877 -0.1684 -5.4893
C 2.5860 0.9547 -5.4393
C 1.8063 1.1082 -4.2984
N 0.8947 2.0819 -3.9101
C -1.8831 -0.8645 -1.2651
N -0.7083 -1.4032 -1.1372
C -0.9531 -2.6915 -0.6778
C -0.0583 -3.7050 -0.3366
C -0.5819 -4.8928 0.1282
C -1.9685 -5.0845 0.2562
C -2.8696 -4.0959 -0.0833
C -2.3312 -2.9020 -0.5532
N -2.9084 -1.7101 -0.9516
H -3.1711 0.8131 -1.4337
H -2.0193 0.6539 -2.7546
H -1.7108 1.9700 -0.2504
H -1.3042 2.9553 -2.5026
H -0.0968 3.2021 -1.2336
H 2.6332 -1.6771 -2.5188
H 4.0470 -1.9756 -4.5339
H 4.0126 -0.3327 -6.3565
H 2.5688 1.6718 -6.2491
H 0.6171 2.8915 -4.4373
H 1.0091 -3.5549 -0.4313
H 0.0851 -5.6984 0.4042
H -2.3370 -6.0309 0.6285
H -3.9368 -4.2455 0.0154
H -3.8883 -1.4855 -0.9453
Cl 2.2685 -1.8341 0.3961
C 2.0870 -1.9210 2.1613
Cl 1.6782 -0.3095 2.8073
H 3.0293 -2.2333 2.5931
H 1.2539 -2.5768 2.3832
C 4.0794 1.4461 -0.4362
C 2.9691 2.2000 0.2742
C 3.2991 2.4682 1.7325
C 2.6144 3.4922 -0.4462
O 1.7880 1.3652 0.2037
H 4.9833 2.0561 -0.4394
H 3.8018 1.2268 -1.4679
H 4.2964 0.5092 0.0769
H 4.1140 3.1907 1.7821
H 3.6171 1.5597 2.2388
H 2.4333 2.8825 2.2513
H 3.4454 4.1928 -0.3684
H 1.7369 3.9496 0.0147
H 2.4232 3.3049 -1.5044
O -1.0638 -2.5104 2.3198
C -1.5422 -1.5211 1.8285
O -0.7853 -0.6402 1.1502
C -2.9882 -1.2071 1.8273
C -3.4497 0.0659 1.5215
C -4.8165 0.3587 1.5126
C -5.6688 -0.6779 1.8075
O -7.0229 -0.6549 1.8572
C -7.4379 -1.9733 2.2420
O -6.2625 -2.7744 2.3665
C -5.2055 -1.9515 2.1167
C -3.8733 -2.2517 2.1452
H -2.7314 0.8558 1.3369
H -5.1908 1.3514 1.3041
H -8.0817 -2.3869 1.4663
H -7.9510 -1.9224 3.2025
H -3.5005 -3.2375 2.3845
C -0.3698 1.9897 1.5353
C -0.8148 2.8575 2.2568
C -1.3415 3.8825 3.1140
C -2.2696 3.5507 4.1035
C -2.7840 4.5360 4.9296
C -2.3796 5.8552 4.7762
C -1.4567 6.1899 3.7944
C -0.9374 5.2099 2.9653
H -2.5783 2.5191 4.2166
H -3.5006 4.2743 5.6967
H -2.7822 6.6230 5.4233
H -1.1399 7.2175 3.6760
H -0.2154 5.4638 2.1999
```

Summary:
HOMO-LUMO gap (alpha / beta): 7.22 / 7.65 eV
Spin multiplicity: 2
Total charge: +1
M: 752.58 g mol⁻¹
ΔE to the lowest compared entry with this formula, charge and spin: 2.373 eV
⟨S²⟩: 0.764

---

The following is a quantum chemistry calculation of a structure of composition C37H35CsN9OS, from the OMol25 dataset.

```
84
C37H35CsN9OS ωB97M-V/def2-TZVPD
Cs 0.4961 -1.9261 1.0717
N -4.4225 -0.4119 0.6631
C -3.1020 -0.7865 0.6442
N -2.2544 -0.4814 1.5443
C -2.6587 0.2848 2.6493
N -1.8096 0.6632 3.5954
N -0.5429 0.3496 3.3984
C 0.2457 0.6474 4.4219
C 1.6552 0.4168 4.4046
C 2.4398 0.7597 5.5390
C 3.7958 0.5397 5.5332
C 4.4000 -0.0193 4.3991
C 3.5707 -0.3251 3.3272
N 2.2537 -0.1298 3.3058
C -4.0645 0.6361 2.7898
C -4.5975 1.3231 3.8896
C -5.9556 1.6166 3.9681
C -6.8193 1.2300 2.9523
C -6.3120 0.5452 1.8460
C -4.9594 0.2583 1.7631
H -5.0301 -0.7517 -0.0543
H -2.7988 -1.3769 -0.2172
H -0.1831 1.0826 5.3223
H 1.9489 1.1958 6.4034
H 4.3946 0.7994 6.3991
H 5.4650 -0.2059 4.3502
H 3.9993 -0.7470 2.4173
H -3.9107 1.6145 4.6746
H -6.3418 2.1502 4.8294
H -7.8780 1.4511 3.0100
H -6.9735 0.2363 1.0416
O -0.8103 -4.0179 1.9251
N -2.0811 -3.9459 1.6109
C -2.9786 -3.5666 2.5616
C -4.3247 -3.4718 2.3230
C -4.7925 -3.7767 1.0421
C -3.8900 -4.1434 0.0672
C -2.4953 -4.2350 0.3124
S -1.3589 -4.6538 -0.8834
H -2.5301 -3.3380 3.5160
H -4.9831 -3.1407 3.1156
H -5.8520 -3.7093 0.8133
H -4.2077 -4.3724 -0.9389
C 5.7666 -4.8375 -1.2962
C 5.1420 -4.4301 -0.1174
C 4.3952 -3.2646 -0.0681
C 4.2201 -2.4288 -1.2016
C 4.8651 -2.8666 -2.3884
C 5.6096 -4.0368 -2.4263
N 3.4129 -1.3358 -1.1068
C 3.5767 -0.2102 -1.8329
C 2.4668 0.6707 -1.9438
C 2.5577 1.8924 -2.5796
C 3.7477 2.3259 -3.1719
C 4.8553 1.4799 -3.0830
C 4.7856 0.2525 -2.4363
H 6.3434 -5.7538 -1.3367
H 5.2395 -5.0346 0.7785
H 3.9120 -2.9627 0.8538
H 4.7461 -2.2783 -3.2898
H 6.0688 -4.3398 -3.3622
H 1.5338 0.3620 -1.4852
H 1.6822 2.5295 -2.5959
H 3.8156 3.2892 -3.6680
H 5.7994 1.7926 -3.5231
H 5.6717 -0.3624 -2.3540
N -1.9078 0.8737 -1.7646
C -1.5950 1.7528 -2.4574
N -1.2460 2.7450 -3.2857
C -1.2135 2.4733 -4.7340
C -0.7948 3.7399 -5.4795
C 0.3524 4.4332 -4.7470
C -0.0900 4.9135 -3.3446
C -1.3151 4.1401 -2.8474
H -2.1913 2.1282 -5.0831
H -0.4942 1.6742 -4.9170
H -1.6444 4.4217 -5.5743
H -0.4951 3.4601 -6.4909
H 0.7247 5.2748 -5.3315
H 1.1693 3.7229 -4.6552
H -0.3475 5.9765 -3.3676
H 0.7341 4.7939 -2.6388
H -2.2281 4.6045 -3.2295
H -1.3778 4.1516 -1.7640
```

Summary:
HOMO-LUMO gap (alpha / beta): 3.59 / 4.89 eV
Spin multiplicity: 2
Total charge: -2
M: 786.72 g mol⁻¹
ΔE to the lowest compared entry with this formula, charge and spin: 0.847 eV
⟨S²⟩: 0.827

---

The following is a quantum chemistry calculation of a structure of composition C3H8BrLiO, from the OMol25 dataset.

```
14
C3H8BrLiO ωB97M-V/def2-TZVPD
Li -16.7111 -5.2721 9.2967
Br -17.0099 -2.9694 8.5115
C -20.1959 -1.3578 11.0437
C -19.2267 -1.9284 12.1152
C -20.0304 -2.6061 13.2203
O -18.3679 -2.8652 11.4894
H -19.7302 -0.5556 10.4659
H -21.0661 -0.8761 11.5042
H -20.6038 -2.1162 10.3766
H -18.6101 -1.1047 12.4853
H -20.9859 -2.1502 13.4486
H -19.3901 -2.6181 14.1117
H -20.1423 -3.6695 12.9996
H -18.2610 -2.6752 10.5405
```

Summary:
HOMO-LUMO gap: 7.80 eV
M: 146.94 g mol⁻¹
ΔE to the lowest compared entry with this formula, charge and spin: 0.000 eV

---

The following is a quantum chemistry calculation of a cluster of 2 separate species, C2H4FN3 in total, from the OMol25 dataset.

```
10
C2H4FN3 ωB97M-V/def2-TZVPD
C 0.5524 0.5673 -0.1076
C 0.1444 -0.7045 -0.5820
N -0.5615 -1.3683 0.3470
N -0.6762 -0.5807 1.3298
N -0.0216 0.5061 1.1347
F -1.7473 -0.3127 -1.7666
H 1.7153 0.5279 0.0292
H 0.2250 1.2523 -0.7945
H 0.5936 -1.1318 -1.4331
H -0.2241 1.2443 1.8430
```

Summary:
HOMO-LUMO gap (alpha / beta): 8.00 / 8.01 eV
M: 89.07 g mol⁻¹
ΔE to the lowest compared entry with this formula, charge and spin: 4.030 eV

---

The following is a quantum chemistry calculation of a structure of composition C12H31NNaO4, from the OMol25 dataset.

```
49
C12H31NNaO4 ωB97M-V/def2-TZVPD
Na -0.5553 0.3624 -0.7336
C -2.1123 -1.5346 -2.1376
O -2.4413 -0.7916 -0.9036
C -2.5813 -1.7056 0.2174
C -1.3203 -2.2466 0.6724
N -0.2723 -1.2966 0.8204
C 1.0057 -1.9696 1.0454
C 1.2897 -2.0286 2.5124
O 2.4287 -2.7966 2.7814
C 2.5247 -2.9316 4.2254
H -2.7693 -2.3646 -2.3386
H -1.0683 -1.8396 -1.9486
H -2.0383 -0.9226 -3.0666
H -3.2263 -2.5196 -0.0146
H -3.1043 -1.1096 0.9724
H -0.9713 -2.9356 -0.0986
H -1.5603 -2.8196 1.6464
H -0.4783 -0.7286 1.6444
H 1.8687 -1.4986 0.6414
H 1.1147 -2.9626 0.6944
H 0.3797 -2.3706 3.0314
H 1.4607 -1.0706 2.9274
H 1.6347 -2.5546 4.6854
H 3.2657 -2.3066 4.6204
H 2.6697 -4.0546 4.4794
C -1.2913 4.1494 -0.7626
C -1.3943 3.1024 0.2764
C -2.4413 2.0304 -0.1286
O -0.2853 2.3174 0.3574
H -0.3763 4.6594 -0.8616
H -2.0173 4.8974 -0.5996
H -1.4553 3.6304 -1.7436
H -1.5183 3.6244 1.2124
H -2.3653 1.6374 -1.1706
H -3.3463 2.6744 -0.1386
H -2.4723 1.1304 0.4834
H 0.3727 2.8184 0.9084
C 1.5377 2.0484 -2.8356
C 2.1207 0.6884 -2.3376
C 2.5977 0.8074 -0.8486
O 0.8817 -0.1016 -2.3816
H 0.7977 2.4964 -2.1826
H 1.0497 1.8934 -3.7906
H 2.3247 2.7924 -2.8286
H 2.7797 0.3574 -3.0886
H 3.3407 1.4864 -0.7616
H 3.0617 -0.0906 -0.4286
H 1.8467 0.9934 -0.1866
H 1.1107 -1.0466 -2.5406
```

Summary:
HOMO-LUMO gap: 10.13 eV
Total charge: +1
M: 276.37 g mol⁻¹
ΔE to the lowest compared entry with this formula, charge and spin: 0.362 eV

---

The following is a quantum chemistry calculation of an isolated molecule of C5H5NO2, from the OMol25 dataset.

```
13
C5H5NO2 ωB97M-V/def2-TZVPD
C -1.8972 -1.0976 -0.2316
C -1.2766 0.1733 -0.6561
C 0.1430 0.4670 -0.2882
C 1.3343 -0.1787 -0.4981
C 1.5475 0.6289 1.4492
H -3.0802 -0.9795 0.3637
H -1.2855 -1.9568 -0.0704
H -1.9723 0.9743 -0.6756
H 1.2306 -0.9698 -1.3053
H 1.8699 0.8877 2.6645
N 2.0828 -0.0235 0.6383
O -1.6985 -0.7881 -1.5936
O 0.3926 1.0694 1.0817
```

Summary:
HOMO-LUMO gap: 10.40 eV
M: 111.10 g mol⁻¹
ΔE to the lowest compared entry with this formula, charge and spin: 5.348 eV